Computed, not measured: a structure of composition C32H75CrF6Li2N7O17S2, with ωB97M-V/def2-TZVPD.

The geometry in XYZ format:
```
142
Properties=species:S:1:pos:R:3:lowdin_charge:R:1
Li 3.012 1.580 0.266 0.7388
Li -0.795 0.615 3.227 0.6160
Cr -1.844 -1.877 -2.036 0.5246
C -2.818 2.315 -1.725 -0.6178
F -2.203 1.639 -0.790 0.1365
F -3.874 2.936 -1.274 0.1596
F -1.967 3.261 -2.355 0.0717
S -3.448 1.035 -2.987 0.7383
O -4.752 1.472 -3.473 -0.2600
O -2.345 0.877 -3.880 -0.3010
N -3.421 -0.517 -2.078 -0.3504
S -4.830 -0.451 -1.330 0.5808
O -4.826 -1.545 -0.367 -0.3200
O -5.376 0.796 -0.827 -0.2868
C -6.126 -1.000 -2.571 -0.7914
F -5.531 -1.376 -3.686 0.1360
F -6.742 -1.938 -2.087 0.2581
F -6.899 0.045 -2.872 0.1412
N 0.311 -0.088 -0.096 -0.6017
O 1.419 0.333 -0.300 -0.0851
O -0.175 0.449 0.899 -0.0358
O -0.252 -0.872 -0.821 -0.0215
C -4.265 -1.239 7.713 -0.0341
O -3.627 0.110 7.443 -0.1610
C -2.779 0.044 6.327 -0.2519
C -3.418 0.033 4.969 -0.1799
N -2.500 -0.339 3.876 -0.0971
C -3.113 -0.013 2.587 -0.1658
C -3.082 1.559 2.303 -0.1914
O -1.831 2.144 2.556 -0.2447
C -1.753 3.398 1.958 -0.0906
H -5.197 -0.992 8.223 0.0866
H -3.672 -1.950 8.286 0.0824
H -4.565 -1.768 6.808 0.0705
H -2.190 -0.863 6.465 0.1200
H -2.072 0.864 6.207 0.1017
H -4.000 0.943 4.831 0.1320
H -4.192 -0.732 4.906 0.1133
H -2.079 -1.256 3.830 0.0899
H -4.080 -0.501 2.467 0.1277
H -2.577 -0.409 1.725 0.1052
H -3.957 1.993 2.786 0.1277
H -3.322 1.555 1.240 0.1014
H -2.683 3.918 2.189 0.1081
H -1.574 3.358 0.884 0.0791
H -1.004 4.088 2.348 0.0857
C 0.258 1.858 -5.832 -0.0993
O 0.146 0.851 -4.905 -0.2445
C 1.064 -0.213 -4.935 -0.1856
C 0.608 -1.295 -3.927 -0.1880
N -0.809 -1.535 -3.965 -0.0741
C -1.232 -2.480 -5.026 -0.1373
C -2.670 -2.911 -4.852 -0.2156
O -2.908 -3.171 -3.499 -0.2830
C -4.057 -4.095 -3.323 -0.0286
H -0.534 2.586 -5.655 0.1049
H 0.230 1.413 -6.827 0.0942
H 1.250 2.310 -5.808 0.0716
H 2.103 0.100 -5.040 0.1216
H 0.850 -0.520 -5.958 0.1163
H 1.090 -0.871 -3.046 0.0937
H 1.282 -2.124 -4.144 0.1132
H -0.891 -0.562 -4.223 0.0652
H -0.645 -3.399 -5.022 0.1292
H -1.104 -2.153 -6.058 0.1310
H -2.947 -3.775 -5.456 0.1334
H -3.337 -2.080 -5.081 0.1302
H -4.364 -3.983 -2.283 0.0968
H -3.834 -5.075 -3.744 0.0940
H -4.996 -3.916 -3.847 0.0854
C 4.305 -2.566 -5.660 -0.0992
O 3.645 -2.291 -4.434 -0.2213
C 4.431 -1.668 -3.408 -0.1861
C 3.771 -1.866 -2.050 -0.2030
N 3.485 -3.274 -1.674 -0.0558
C 2.807 -3.444 -0.342 -0.1594
C 2.309 -4.903 -0.090 -0.2723
O 2.316 -5.066 1.243 -0.2224
C 3.565 -5.580 1.752 -0.0454
H 3.657 -3.196 -6.270 0.0909
H 5.257 -3.080 -5.534 0.0857
H 4.580 -1.711 -6.278 0.0834
H 4.352 -0.601 -3.617 0.1038
H 5.491 -1.889 -3.535 0.1246
H 2.786 -1.402 -1.995 0.0789
H 4.467 -1.432 -1.332 0.1150
H 3.032 -3.654 -2.492 0.0963
H 1.955 -2.764 -0.306 0.0982
H 3.581 -3.288 0.410 0.1028
H 2.989 -5.544 -0.652 0.1204
H 1.302 -5.016 -0.493 0.1248
H 3.407 -6.586 1.365 0.0969
H 3.485 -5.689 2.834 0.0875
H 4.370 -4.950 1.375 0.0893
C -1.236 -3.986 4.364 -0.0984
O -0.557 -2.766 4.376 -0.2349
C 0.870 -2.828 4.381 -0.1484
C 1.486 -1.734 3.411 -0.1820
N 1.182 -0.383 3.700 -0.0984
C 1.536 0.023 5.062 -0.1801
C 1.231 1.520 5.318 -0.2043
O -0.152 1.752 5.104 -0.2254
C -0.534 3.057 5.497 -0.0994
H -2.249 -3.865 3.979 0.0927
H -1.145 -4.631 5.238 0.0974
H -0.790 -4.438 3.479 0.0900
H 1.303 -3.828 4.370 0.1237
H 1.011 -2.573 5.432 0.1097
H 1.075 -1.892 2.414 0.1159
H 2.564 -1.829 3.279 0.1216
H 1.833 0.069 3.074 0.1047
H 2.596 -0.117 5.275 0.1311
H 0.936 -0.347 5.894 0.1275
H 1.900 1.945 4.571 0.1139
H 1.574 1.900 6.281 0.1324
H -1.615 3.194 5.490 0.0919
H -0.363 3.963 4.916 0.0891
H -0.241 3.171 6.541 0.1007
C 4.396 3.152 -4.304 -0.1198
O 4.100 3.203 -2.958 -0.1680
C 2.868 2.607 -2.564 -0.1977
C 2.046 3.612 -1.765 -0.1739
N 2.651 3.626 -0.430 -0.1006
C 1.670 4.197 0.509 -0.2080
C 1.708 5.708 0.581 -0.2101
O 2.967 6.311 0.449 -0.1916
C 2.999 7.714 0.377 -0.0870
H 5.030 2.267 -4.253 0.0878
H 5.064 3.954 -4.618 0.0913
H 3.663 3.072 -5.106 0.0848
H 3.122 1.762 -1.924 0.0870
H 2.199 2.282 -3.360 0.1160
H 1.005 3.289 -1.738 0.1205
H 2.039 4.584 -2.258 0.1411
H 3.312 4.387 -0.356 0.1017
H 1.895 3.669 1.436 0.1055
H 0.691 3.801 0.238 0.1044
H 1.243 6.060 1.501 0.1322
H 1.105 5.941 -0.297 0.1287
H 4.034 8.013 0.208 0.0966
H 2.799 8.094 1.379 0.0884
H 2.299 8.187 -0.312 0.0965
```

The HOMO energy (alpha / beta) comes out at -0.2744 / -0.3891 hartree. Its charge is +1. Its multiplicity is 6. Its gap between HOMO and LUMO (alpha / beta) is 4.252 / 7.368 eV.

Computed, not measured: the molecule C4H6N2O, with ωB97M-V/def2-TZVPD.

The geometry in XYZ format:
```
13
Properties=species:S:1:pos:R:3:lowdin_charge:R:1
H -1.368 -1.573 -1.517 0.0494
N -0.378 -1.377 -1.647 0.1553
C 0.096 -0.879 -0.579 -0.4087
N 1.357 -0.281 -0.512 0.0253
C 1.006 1.060 -0.021 -0.1903
C -0.075 0.756 0.989 -0.0049
C -0.608 -0.420 0.648 -0.2973
O -1.665 -1.120 1.104 0.0813
H 1.806 -0.283 -1.421 0.1242
H 0.526 1.585 -0.868 0.1238
H 1.852 1.662 0.319 0.1128
H -0.426 1.456 1.736 0.1100
H -2.121 -0.586 1.768 0.1191
```

The HOMO energy comes out at -0.3290 hartree. Its charge is 0. The SMILES is [H]/N=C1/NCC=C1O. The calculation puts the energy relative to the best compared isomer or geometry (same formula, charge and spin) at 1.653 eV. Its multiplicity is 1. Its gap between HOMO and LUMO is 9.590 eV.

Number 1: F_max 6.3 eV/Å. Number 2: F_max 0.6 eV/Å.